(1)
Molecular formula: C14H27ClFINO5PS
Method: DFT, the ωB97M-V functional and the def2-TZVPD basis

Cartesian coordinates (Å):
C: 4.5328 -1.9131 -0.7940
C: 3.2017 -1.4540 -1.4111
C: 2.6947 -0.1904 -0.6802
I: 3.4306 1.5410 -1.7179
P: 0.8813 -0.1072 -0.3955
C: 0.1971 1.5123 -0.7337
C: 0.3479 2.5105 0.4373
C: -0.9782 3.1145 0.8560
F: -1.5367 2.4043 1.9191
C: -0.0508 -1.2347 -1.4989
C: -1.3816 -1.5917 -0.8118
C: -2.4301 -2.0592 -1.8252
C: -3.5859 -2.7832 -1.0899
S: -5.1351 -1.9684 -1.3321
O: -4.9532 -0.5759 -1.0890
O: -6.1677 -2.6677 -0.6495
Cl: -5.3839 -2.2267 -3.3446
N: 0.4774 -0.3985 1.1909
C: 1.1004 -1.2227 1.9573
C: 1.7485 -2.5053 1.5446
C: 1.1138 -0.9292 3.4261
H: 5.3290 -1.2364 -1.0999
H: 4.7890 -2.9225 -1.1019
H: 4.5082 -1.8798 0.2948
H: 3.4249 -1.2208 -2.4473
H: 2.5042 -2.2835 -1.3488
H: 3.1723 -0.1429 0.2955
H: 0.5628 1.8945 -1.6816
H: -0.8692 1.3095 -0.8722
H: 0.7809 2.0251 1.3077
H: 0.9781 3.3443 0.1357
H: -1.7112 3.1251 0.0498
H: -0.8333 4.1430 1.1581
H: -0.2398 -0.6590 -2.4048
H: 0.5073 -2.1431 -1.6974
H: -1.1873 -2.3819 -0.0869
H: -1.7935 -0.7329 -0.2822
H: -2.8615 -1.1635 -2.2690
H: -2.0150 -2.6982 -2.5980
H: -3.6420 -3.8145 -1.4245
H: -3.4307 -2.7731 -0.0123
H: 2.8095 -2.4805 1.7888
H: 1.3194 -3.2936 2.1661
H: 1.5690 -2.7718 0.5084
H: 0.2810 -1.4785 3.8763
H: 0.9206 0.1235 3.5972
H: 2.0275 -1.2807 3.8964
C: -0.5927 6.9770 1.2136
O: -0.7403 7.4875 2.3425
O: -1.7573 6.2758 0.7581
O: 0.3739 6.9397 0.4452
H: -2.3069 6.4575 1.5352

For the molar mass, the calculation gives 533.77 g/mol. As for the HOMO-LUMO gap: 4.7332 eV. Its max |F| is 1.4 eV/A.

=====

(2)
Molecular formula: C4H9N
Method: DFT, the ωB97M-V functional and the def2-TZVPD basis

Cartesian coordinates (Å):
C: -1.2679 1.5293 2.7088
C: -2.4318 1.1837 2.1823
H: -1.1346 1.6322 3.7693
H: -0.3435 1.4616 2.1468
H: -3.3796 1.5159 2.5628
H: -2.4686 0.7423 1.1880
C: 2.1823 -1.6369 -1.8781
C: 0.3991 -0.1494 -1.6424
N: 1.5220 -0.5675 -1.1593
H: 2.0059 -1.5837 -2.9477
H: 3.2610 -1.5783 -1.7154
H: 1.8300 -2.6183 -1.5263
H: -0.0942 0.6886 -1.1825
H: -0.0800 -0.6196 -2.5062

The spin multiplicity is 2. As for the energy relative to the best compared isomer or geometry (same formula, charge and spin): 41.9 kcal/mol. For the molar mass, the calculation gives 71.12 g/mol. As for the HOMO-LUMO gap (alpha / beta): 2.9082 / 7.8066 eV. Its max |F| is 2.2 eV/A. Its total charge is -1.